1.
70
Properties=species:S:1:pos:R:3:forces:R:3 method="wB97M-V/def2-TZVPD" spin_multiplicity=1 largest_force_ev_per_a=1.3 homo_ev=-1.20 e_lumo_ev=2.96 total_energy_ha=-7251.1550 relative_energy_kcal_mol=23.63 orbital_gap_ev=4.155 charge=-2
C 0.05775 -2.27478 5.35091 0.00 -0.01 0.02
S 3.49646 -0.10313 -0.15592 0.03 0.14 -0.11
C 4.83231 0.01254 2.29753 -0.14 0.10 0.12
Si 0.98566 -0.46334 -4.68914 -0.04 0.10 -0.10
H -4.65595 -1.00339 -2.76184 -0.02 0.00 0.01
O 1.09550 -2.95362 -1.44241 0.05 -0.16 0.55
H -1.29966 4.02563 2.11237 0.00 0.00 -0.01
O -0.00155 -2.28736 0.92206 0.22 0.05 -0.36
C -2.98118 0.35553 0.63859 0.09 -0.02 0.07
H 1.39385 -3.08531 3.84293 0.01 0.00 0.00
O 2.42010 -3.00164 0.97474 -0.32 -0.16 -0.21
C 0.69694 1.73828 0.61800 0.01 -0.10 -0.03
H 3.45437 -0.39577 -4.59844 0.00 0.00 -0.02
C -1.56313 2.16569 4.10120 0.11 -0.08 -0.14
H -3.72455 -1.93885 -1.58645 -0.02 0.00 0.00
H 0.13170 -3.13034 6.00731 0.00 0.00 0.00
N -2.31150 3.18395 4.47833 0.01 0.07 -0.09
S 9.06875 0.23148 1.67883 -0.10 0.00 0.00
H -0.10677 -0.62621 -6.93350 0.01 0.00 0.00
Te -0.56584 -0.87034 -1.74006 -0.33 0.23 -0.14
C -0.74458 3.11438 1.92888 0.02 0.05 0.05
C -0.78394 -0.11609 4.79049 -0.17 0.17 0.13
C 0.87948 -0.87019 -6.52788 0.00 -0.04 -0.13
H -3.84810 0.17785 1.28124 -0.01 0.01 0.01
H -5.64808 1.64241 -0.73229 0.00 0.02 0.00
C 0.69976 1.38100 -4.51401 -0.07 0.10 0.06
C -4.73551 1.89037 -1.28287 -0.02 0.10 0.00
H 0.09520 3.71776 0.04806 -0.01 -0.01 -0.01
Se 1.01699 -3.37746 0.15337 -0.26 -0.93 -0.41
H -5.01281 2.09235 -2.32112 0.00 -0.01 0.01
C 4.85207 -0.03429 0.94275 -0.15 0.05 -0.14
H -2.50437 1.28651 0.96495 -0.08 -0.08 -0.06
H 0.68411 1.64864 -3.45438 0.03 0.02 -0.02
N -2.31624 1.31790 6.09766 0.02 -0.10 0.05
H -2.26953 -0.46154 0.79863 -0.03 -0.01 0.00
H 2.83241 -2.00486 -4.18064 0.00 0.01 -0.02
H -1.32610 -1.33393 -4.26780 -0.01 0.00 0.01
C -0.34198 -1.41185 -3.80166 0.05 -0.18 0.07
C 0.76490 -2.25853 4.15112 0.04 0.02 -0.09
N 0.64717 0.75434 1.50130 -0.34 0.11 0.26
H 1.05590 -1.93619 -6.69540 0.00 0.01 -0.01
C 2.66411 -0.93108 -4.06528 0.16 -0.08 0.15
Si -3.48579 0.47875 -1.16076 -0.12 0.05 0.03
H -5.28841 -1.24139 -1.12445 0.00 0.02 0.00
H 2.77492 -0.71701 -2.99960 0.00 0.01 0.03
N 0.71400 -1.23847 3.31313 -0.38 0.05 0.30
S 6.40957 0.11624 3.04901 -0.05 -0.01 0.14
C 7.39012 0.12601 1.65413 0.13 0.00 -0.01
C -1.56617 1.08596 5.03772 0.10 -0.08 -0.07
C -0.05017 -0.18555 3.60778 0.08 0.16 -0.23
C -1.99080 0.76642 -2.21364 0.26 -0.03 0.09
S 3.42046 0.00257 3.32222 0.11 -0.17 -0.15
S 6.45319 0.00738 0.23433 -0.04 -0.01 -0.13
H -1.51498 1.72569 -1.99142 -0.01 0.01 -0.08
C -0.06935 0.92235 2.62112 0.08 -0.25 0.09
C -4.37816 -1.07255 -1.70582 0.01 -0.14 -0.05
H -0.26057 1.67830 -4.94552 0.02 0.00 -0.01
H -0.07012 -2.46934 -3.74347 -0.02 0.01 -0.03
C 0.01493 2.94210 0.79680 -0.01 0.03 -0.01
H -4.33127 2.81423 -0.85912 0.00 -0.01 -0.02
H -2.20963 0.72909 -3.28286 -0.02 0.01 0.00
C -0.72171 -1.18811 5.67678 -0.01 -0.02 0.04
S -2.95958 2.78930 5.90610 -0.07 0.06 0.07
H -1.28328 -1.14451 6.60113 0.00 -0.01 0.00
O 0.56964 -4.92341 0.35208 0.07 0.38 0.03
C -0.79248 2.08546 2.86853 -0.10 0.17 0.22
H 1.31592 1.55235 -0.25053 0.04 0.00 0.00
H 1.48979 1.95674 -5.00270 0.00 -0.01 0.00
Mg 1.70883 -1.15120 1.40992 1.18 0.42 0.27
H 1.62700 -0.31391 -7.10106 -0.01 -0.01 0.00

=====

2.
9
Properties=species:S:1:pos:R:3:forces:R:3 method="wB97M-V/def2-TZVPD" spin_multiplicity=2 largest_force_ev_per_a=3.9 homo_ev="-12.11 / -14.22" e_lumo_ev="-4.58 / -5.89" s_squared=0.751 total_energy_ha=-1538.8000 relative_energy_kcal_mol=78.95 orbital_gap_ev="7.527 / 8.326" charge=+1
H 1.62410 -1.25361 -0.26678 -0.19 -0.14 0.38
O 0.51770 1.11613 0.85269 -0.31 0.20 0.34
H 1.54128 -1.79601 1.60540 -1.07 -1.27 -2.20
H 0.42875 -0.12648 2.44635 0.09 0.03 -0.38
O -0.34386 -1.10315 0.63480 -1.31 -0.29 -0.17
Lu -1.10526 0.04589 -1.29356 1.80 0.55 1.54
O 0.60442 1.11199 -0.58158 -1.30 -1.18 -0.59
C 0.57411 -0.14024 1.36335 -0.40 1.20 -1.53
C 1.06675 -1.32390 0.66912 2.71 0.91 2.61

=====

3.
97
Properties=species:S:1:pos:R:3:forces:R:3 method="wB97M-V/def2-TZVPD" spin_multiplicity=1 largest_force_ev_per_a=7.8 homo_ev=-8.27 e_lumo_ev=-1.20 total_energy_ha=-4274.8912 smiles=C[C@@H](Br)Cc1cnc2ccccc2n1.CC(C)O.CC(C)O.CC(C)O.CC(C)O.CC(C)O.CC(C)O orbital_gap_ev=7.070
C -0.50894 2.49184 -2.60957 4.33 -3.16 -0.81
C -2.56399 -0.38692 1.48049 0.26 0.00 0.12
H -5.27609 -2.14658 0.23309 0.12 -0.07 0.03
H 11.20337 -1.41792 -3.50417 -0.05 0.06 -0.05
H -1.39581 -5.73776 2.64321 0.05 0.02 -0.17
H 10.34555 -1.13429 -5.03670 0.15 0.02 0.08
C 3.70665 -1.16658 -3.28072 -1.55 1.05 0.17
C -4.66845 -1.67577 1.01338 -0.16 -0.17 0.04
H -8.22180 1.90832 -1.65359 -0.09 -0.05 0.13
C -8.65959 1.14708 -0.99895 -0.03 0.33 -0.22
H -9.71043 1.39769 -0.82409 0.10 -0.05 -0.05
H 1.25905 -4.04655 0.55148 -0.10 -0.12 0.02
H -0.15443 5.66880 2.48247 0.02 -0.07 0.09
H 0.54957 4.47325 3.59566 -0.04 -0.03 -0.17
H -4.30381 0.59256 -0.13575 0.02 -0.25 -0.09
N 2.29169 -1.50711 -2.90291 3.77 6.65 -1.57
C 1.07183 2.61904 -3.02362 -2.56 -2.35 0.87
C -0.56075 3.13687 1.42451 -0.20 -0.10 -0.30
O -1.55681 2.82234 3.58969 -0.14 -0.16 0.20
C -0.62914 -5.60277 1.87266 -0.29 -0.23 0.12
H 0.14119 -3.24543 2.54223 -0.37 -0.01 -0.22
C 2.06443 1.28585 -3.14594 -0.01 -0.15 -0.12
C 1.52078 -0.21817 -2.85228 -2.04 0.44 0.43
C -6.20231 -0.40764 5.11789 -0.16 -0.52 0.39
C 10.95320 -0.66348 -4.25641 -0.18 -0.31 -0.06
H -5.57679 -2.36310 5.81726 -0.08 0.12 0.08
Br 8.13481 2.60233 -3.58586 -1.05 -0.90 0.48
N 3.48353 1.54382 -3.56376 -1.17 -5.89 1.22
H -4.36626 -1.52244 4.85807 -0.09 0.11 0.11
H -6.89310 0.19701 7.08430 -0.08 -0.06 -0.07
H -7.90241 -0.06030 2.15967 -0.14 0.07 -0.18
C 13.05766 0.62537 -3.78930 0.37 0.01 0.03
C -1.09493 0.97659 -2.32626 4.02 -0.38 -0.91
H -2.20777 4.23512 2.26838 0.02 -0.19 0.19
H -4.41828 -2.43021 1.76562 -0.04 0.06 -0.06
H -2.25072 -1.10269 2.24677 0.00 0.10 -0.12
H 0.34072 -5.65142 2.38035 0.00 0.04 -0.17
C 4.32490 0.30158 -3.62405 -3.07 0.46 0.63
H -7.18968 -1.76747 4.11474 0.20 0.36 -0.05
C 0.25766 -4.05288 0.10644 -0.08 0.16 -0.32
H 13.37093 -0.09040 -3.02302 -0.03 0.10 -0.04
C 5.92645 0.50929 -4.04487 -0.89 1.32 -0.19
C -0.80834 -4.26691 1.16915 0.68 -0.20 0.15
C -0.09674 -0.35230 -2.44650 -0.45 4.10 -0.20
H -1.14998 3.46774 -2.53275 1.31 -2.23 -0.15
H -2.82613 -1.83785 -0.08688 -0.05 0.19 -0.13
O -3.78213 -0.10116 -0.57221 -0.01 0.16 -0.39
H -5.29536 -0.90890 1.48203 0.22 -0.10 0.07
C 6.98185 0.57771 -1.57391 -0.25 0.07 -0.30
H -5.73769 0.55569 4.88115 -0.12 -0.17 -0.19
O -0.73715 -3.21486 2.12813 -0.06 0.19 0.19
C -5.14272 -1.37710 5.61685 0.37 0.02 -0.08
H -1.67036 0.06171 1.03344 -0.07 -0.17 0.02
H -8.61242 0.19728 -1.54349 -0.05 0.00 0.16
H 0.12362 -3.08222 -0.38299 -0.02 -0.15 0.05
H 10.32629 0.10339 -3.78776 0.15 0.01 0.04
H -0.71859 2.43376 3.89018 -0.35 0.19 -0.18
H -0.33082 3.86292 0.63862 0.03 -0.11 0.05
H 0.37220 2.65774 1.74198 -0.01 0.15 0.02
C -1.25723 3.80345 2.60016 0.70 -0.16 0.05
H -8.41937 -0.99240 0.76109 -0.08 0.10 -0.12
C -7.29913 -0.20557 6.15118 -0.19 0.31 0.06
H 0.21886 -4.83767 -0.65530 0.06 0.09 0.06
H 5.78634 2.30344 -2.47846 1.70 -1.75 -1.42
H 11.31784 1.60485 -5.40554 0.20 -0.33 -0.15
H -1.80122 -4.22371 0.70845 0.06 0.17 0.19
H -6.49629 -0.10681 -0.41034 0.01 0.33 0.15
H 5.98851 1.05716 -5.10339 -0.37 -1.16 2.41
H -1.19176 2.34861 1.00000 0.06 0.18 0.03
H 6.50920 -0.49801 -4.16391 -1.21 1.88 0.58
C -0.38953 4.89018 3.21467 -0.13 0.33 0.15
C -8.47318 -0.00188 1.22663 0.05 0.07 0.44
H -7.91349 2.03461 0.81385 0.22 -0.13 -0.08
H -0.69457 -6.43403 1.16388 0.04 0.06 0.10
H 13.95129 1.07400 -4.23635 -0.11 -0.14 0.04
H -4.67201 -1.00964 6.53393 -0.04 -0.08 -0.08
H 1.55199 3.68641 -3.25292 -1.11 -2.74 0.56
H 6.25500 -0.36535 -1.62213 1.71 1.97 0.26
H 8.10834 0.25141 -1.59329 -2.28 0.52 -0.11
H 4.46965 -2.08318 -3.34773 -1.98 2.18 0.18
O -6.52606 0.75502 0.03715 0.24 0.09 -0.08
C -3.41333 -1.06101 0.41479 -0.20 0.30 0.57
H -0.89839 5.35269 4.06722 0.02 -0.04 -0.17
O -6.77472 -0.91224 3.91405 -0.07 -0.08 -0.17
C -7.89087 1.06220 0.31001 -0.33 -0.56 -0.25
H -9.51842 0.21429 1.46825 0.07 -0.05 -0.05
H 6.78325 1.14831 -0.57068 0.40 -1.04 -2.00
C 6.57628 1.51060 -2.88043 -1.27 -1.14 1.28
H 12.79551 -0.82556 -5.35667 -0.10 0.22 -0.12
H -8.06101 0.48483 5.77359 0.16 -0.04 0.05
H 12.50539 1.43802 -3.30402 -0.08 -0.16 0.00
O 11.83951 0.91113 -5.84201 -0.02 0.11 -0.20
C 12.20832 -0.04872 -4.85500 -0.35 0.40 0.43
H -3.11626 0.42573 1.96577 -0.09 -0.11 -0.03
H -7.80973 -1.15005 6.37058 0.17 0.00 0.02
H -2.23208 0.87956 -2.02433 2.64 -0.14 -0.59
H -0.60378 -1.39415 -2.21436 1.42 2.35 -0.61

=====

4.
18
Properties=species:S:1:pos:R:3:forces:R:3 method="wB97M-V/def2-TZVPD" spin_multiplicity=1 largest_force_ev_per_a=9.0 homo_ev=-7.83 e_lumo_ev=0.63 total_energy_ha=-343.9398 relative_energy_kcal_mol=123.55 orbital_gap_ev=8.455
H 3.87867 -0.28990 1.12111 -3.50 -1.40 -3.75
H 0.18913 2.46697 -0.39246 -1.59 1.31 0.29
H 2.23710 1.75189 -0.63605 1.94 1.64 -1.13
C -2.44524 -0.55141 -0.52422 -1.16 -4.23 0.54
N 1.60669 1.16085 -0.23146 -3.31 -4.00 0.92
H -3.48562 -0.96397 -0.47724 0.72 0.35 0.09
C 0.26192 1.47758 -0.04161 1.85 -0.43 -0.73
C 0.48593 -0.61311 0.15295 -3.12 -8.30 1.60
H -2.57854 1.25517 0.65682 1.62 -1.34 0.27
H 3.38122 -1.87279 -0.13730 -0.36 5.38 1.17
H -1.99632 -0.21762 1.65905 -0.44 0.14 -0.75
C -0.49803 0.31980 0.20719 0.75 6.13 0.86
N 3.25812 -0.58285 0.05603 -0.01 -4.54 0.74
H -0.00782 -1.68428 0.37350 2.19 1.89 -0.34
C 1.72775 -0.27647 -0.19545 4.99 4.28 2.06
C -1.97086 0.26948 0.66227 0.85 0.23 -1.81
H -1.74526 -1.44838 -0.75759 -1.27 0.80 1.29
H -2.29884 -0.20097 -1.49552 -0.13 2.10 -1.32

=====

5.
60
Properties=species:S:1:pos:R:3:forces:R:3 method="wB97M-V/def2-TZVPD" spin_multiplicity=6 largest_force_ev_per_a=0.1 homo_ev="-0.59 / -1.85" e_lumo_ev="3.76 / 3.63" s_squared=8.818 total_energy_ha=-4771.6294 relative_energy_kcal_mol=0.71 orbital_gap_ev="4.349 / 5.481" charge=-2
N 1.66389 0.66037 -1.50082 -0.04 0.02 0.03
H -5.21179 -2.37864 -0.57503 -0.01 0.01 0.02
C 1.53156 3.07361 -7.15930 0.00 0.00 0.00
H 2.76168 -0.53224 -0.12781 0.01 0.00 0.00
H -3.48719 2.89214 -3.77861 0.00 0.00 0.00
C -4.31268 -1.78713 -0.47182 0.01 0.05 -0.01
H -3.00243 1.29045 -1.68948 0.00 0.00 0.00
H -4.03793 -0.38398 3.09583 -0.01 -0.01 -0.02
C -2.28540 1.64183 -2.41445 0.01 -0.01 -0.01
H -1.09471 3.34521 -4.93639 0.01 0.00 0.00
H 1.79510 0.55642 1.39502 0.00 0.02 -0.02
C -3.53778 0.54951 2.91447 0.00 0.00 0.02
H -5.08271 -0.49929 1.06472 0.01 0.00 0.01
C 2.74458 -0.05229 -1.09139 -0.01 -0.01 0.00
C -3.02798 -0.09891 0.61491 0.09 0.06 -0.04
C -2.05853 -1.31625 -1.04299 0.01 -0.05 -0.06
S -4.97996 -5.08492 0.39725 0.01 -0.03 0.01
C -2.25312 2.01104 1.77136 0.04 0.10 0.00
N -2.93088 0.82417 1.69432 0.00 -0.05 0.01
C 3.30062 4.41615 -8.21415 0.00 0.00 0.00
C 0.98996 2.46334 -6.05204 0.00 0.00 0.00
N 3.75180 4.93748 -9.14035 0.00 0.00 0.00
S -2.66094 -3.50898 2.24926 0.03 0.02 0.01
C -2.53112 2.48232 -3.48875 -0.01 0.00 0.00
C 2.74364 3.77210 -7.06972 0.00 0.00 0.01
C -1.29007 2.70119 -4.09527 0.01 0.00 -0.01
H 4.68880 -0.58351 -1.98617 0.00 0.00 0.00
C -0.33986 1.95372 -3.37028 -0.02 0.03 0.02
N -2.50220 2.47849 3.02290 -0.01 -0.03 0.00
C -4.23288 -0.75992 0.45103 -0.08 -0.05 -0.02
H 0.07072 1.90402 -6.15068 0.00 0.00 0.00
C -3.19135 -2.08510 -1.22113 0.02 0.02 0.01
H -2.31591 3.88823 4.51948 0.01 0.00 0.01
H 3.37166 3.24875 -3.77923 0.00 0.00 0.00
C -1.82952 3.62768 3.58094 0.00 0.00 -0.01
C 3.73941 -0.07413 -2.05626 -0.01 0.00 0.00
C 1.96463 1.12471 -2.76683 0.02 0.01 0.00
C -3.26742 1.57502 3.73414 -0.01 0.01 -0.01
S -1.59690 -4.30168 0.82760 -0.07 -0.08 0.04
H -3.51398 1.72614 4.76904 0.00 0.00 0.00
C 3.24629 0.67431 -3.13005 -0.01 0.00 0.00
H 4.32949 4.36581 -5.74045 0.00 0.00 0.00
H 1.02954 3.00312 -8.11671 0.00 0.00 0.00
S -4.69129 -4.05580 2.07029 -0.02 0.00 0.00
I 0.05173 0.04133 3.26231 0.00 -0.03 0.01
S -1.34706 2.83001 0.62198 -0.02 -0.04 0.01
H 1.09948 -1.02826 1.11567 0.00 0.00 0.01
C 0.85870 0.03676 1.19027 0.03 0.00 -0.01
C 2.86094 3.19287 -4.73049 -0.01 -0.01 0.00
N -0.97226 1.32218 -2.31543 0.00 -0.04 0.02
C 1.62725 2.49879 -4.78829 -0.01 0.00 0.00
H -1.17406 -1.48939 -1.64461 -0.01 0.00 0.00
C 1.06791 1.86203 -3.61480 0.01 0.01 0.00
C 3.39857 3.81900 -5.82881 0.00 0.01 -0.01
Mn -0.12207 0.70913 -0.51486 0.08 0.11 -0.04
N -1.95971 -0.33377 -0.13942 -0.06 -0.05 0.05
H -0.77907 3.38636 3.75474 0.00 0.00 -0.01
H 3.73058 0.84340 -4.07848 0.00 0.00 0.00
H -3.18808 -2.91436 -1.91217 0.03 0.02 -0.01
H -1.88726 4.46033 2.88379 -0.01 0.00 0.00

=====

6.
19
Properties=species:S:1:pos:R:3:forces:R:3 method="wB97M-V/def2-TZVPD" spin_multiplicity=1 largest_force_ev_per_a=2.3 homo_ev=-7.13 e_lumo_ev=0.94 total_energy_ha=-307.1209 smiles="CCC/C(N)=C/N" relative_energy_kcal_mol=68.06 orbital_gap_ev=8.064
H -0.61933 -1.72758 -2.65729 -0.39 -0.64 0.05
H -1.20929 0.68243 -1.39819 1.27 0.15 -0.24
H 0.20570 2.12354 -0.10308 -0.01 0.33 0.03
C 0.85036 -0.32539 0.29451 -0.28 1.70 1.51
C -1.01876 -0.39383 -1.32473 -0.01 0.80 -0.82
H 1.62117 0.63391 2.05645 -0.14 0.17 0.21
H 1.63203 2.77366 0.62899 0.47 -0.61 0.33
H -0.13872 0.52409 1.96842 0.00 0.47 0.21
H -1.31182 -0.50441 -3.36164 -0.53 0.61 0.43
N -1.35500 -1.05229 -2.51423 -0.12 -1.09 0.37
N -0.97369 -2.00808 0.55285 0.15 -1.11 -1.57
C -0.46126 -0.90810 -0.19687 0.15 0.40 0.41
H 0.09966 2.85850 1.46126 0.12 0.01 0.15
C 0.73224 2.20479 0.85754 -1.59 0.19 -0.78
H 1.51587 0.10309 -0.45371 -0.16 -0.34 -0.49
H -1.29688 -1.77171 1.47548 0.11 0.15 0.04
H 1.37198 -1.15664 0.77098 0.03 -0.19 -0.25
C 0.75714 0.78492 1.40181 0.92 -0.98 0.04
H -0.40139 -2.84091 0.54146 0.00 -0.01 0.38